No. 1
{"formula": "C5H9NO", "method": "ωB97M-V with the def2-TZVPD basis set", "elements": ["C", "C", "O", "C", "C", "N", "C", "H", "H", "H", "H", "H", "H", "H", "H", "H"], "positions_angstrom": [[2.105, 0.518, 0.922], [0.885, 1.236, 0.451], [0.827, 2.456, 0.445], [-0.349, 0.625, -0.088], [-1.257, -0.259, 0.710], [-0.446, -0.815, -0.336], [-1.124, -1.348, -1.506], [2.923, 0.773, 0.238], [2.360, 0.933, 1.900], [1.984, -0.564, 0.963], [-0.681, 1.625, -0.490], [-2.324, -0.143, 0.496], [-1.024, -0.531, 1.737], [-1.521, -2.350, -1.290], [-0.402, -1.447, -2.321], [-1.955, -0.708, -1.831]], "lumo_energy_ev": 0.96, "homo_energy_ev": -9.48}

No. 2
{"formula": "C5H9NO", "method": "ωB97M-V with the def2-TZVPD basis set", "elements": ["C", "C", "C", "C", "O", "C", "N", "H", "H", "H", "H", "H", "H", "H", "H", "H"], "positions_angstrom": [[-2.028, -0.359, -0.153], [-0.530, -0.293, -0.481], [0.154, 1.031, -0.045], [1.697, 0.797, -0.092], [1.939, -0.599, -0.002], [0.255, -1.289, 0.300], [0.491, -1.983, 1.255], [-2.559, 0.441, -0.685], [-2.193, -0.231, 0.924], [-2.458, -1.321, -0.455], [-0.360, -0.459, -1.554], [-0.161, 1.863, -0.689], [-0.177, 1.256, 0.980], [2.199, 1.355, 0.712], [2.097, 1.154, -1.054], [1.634, -1.363, 1.038]], "lumo_energy_ev": 0.93, "homo_energy_ev": -9.34}

No. 3
{"formula": "C5H9NO", "method": "ωB97M-V with the def2-TZVPD basis set", "elements": ["C", "C", "C", "N", "C", "C", "O", "H", "H", "H", "H", "H", "H", "H", "H", "H"], "positions_angstrom": [[-2.009, -0.147, 0.236], [-0.685, -0.363, -0.512], [-0.045, -1.596, -0.014], [0.398, -2.586, 0.389], [0.228, 0.893, -0.422], [1.520, 0.705, 0.360], [2.390, -0.124, -0.380], [-2.537, 0.703, -0.205], [-1.820, 0.082, 1.290], [-2.656, -1.027, 0.183], [-0.911, -0.564, -1.565], [0.506, 1.208, -1.432], [-0.353, 1.709, 0.029], [1.306, 0.278, 1.345], [1.990, 1.683, 0.524], [2.680, -0.854, 0.173]], "lumo_energy_ev": 0.89, "homo_energy_ev": -10.43}

No. 4
{"formula": "C5H9NO", "method": "ωB97M-V with the def2-TZVPD basis set", "elements": ["C", "C", "C", "C", "C", "O", "N", "H", "H", "H", "H", "H", "H", "H", "H", "H"], "positions_angstrom": [[0.283, 0.416, -1.906], [0.046, 1.346, 1.046], [-0.640, -1.125, 0.771], [0.473, -0.589, -0.801], [0.423, -0.110, 0.863], [-1.313, -1.695, 1.771], [-0.672, -1.418, -0.489], [-1.848, -2.418, 1.414], [1.394, -1.162, -0.911], [1.264, -0.395, 1.498], [0.453, -0.056, -2.872], [-0.723, 0.829, -1.883], [0.992, 1.237, -1.796], [-0.814, 1.606, 0.432], [0.876, 1.995, 0.768], [-0.197, 1.540, 2.092]], "lumo_energy_ev": 0.90, "homo_energy_ev": -9.30}

No. 5
{"formula": "C5H9NO", "method": "ωB97M-V with the def2-TZVPD basis set", "elements": ["C", "C", "C", "N", "C", "C", "O", "H", "H", "H", "H", "H", "H", "H", "H", "H"], "positions_angstrom": [[1.155, -0.946, 1.230], [0.987, -0.104, -0.045], [0.918, 1.328, 0.292], [0.793, 2.447, 0.563], [-0.261, -0.524, -0.866], [-1.582, 0.174, -0.503], [-1.727, 1.454, -1.073], [1.331, -1.992, 0.955], [0.258, -0.904, 1.856], [2.005, -0.608, 1.829], [1.883, -0.237, -0.665], [-0.086, -0.344, -1.932], [-0.372, -1.608, -0.727], [-1.719, 0.201, 0.590], [-2.401, -0.421, -0.917], [-1.183, 2.083, -0.585]], "lumo_energy_ev": 0.82, "homo_energy_ev": -10.43}

No. 6
{"formula": "C5H9NO", "method": "ωB97M-V with the def2-TZVPD basis set", "elements": ["C", "C", "C", "C", "C", "N", "O", "H", "H", "H", "H", "H", "H", "H", "H", "H"], "positions_angstrom": [[0.380, 1.941, -0.300], [0.386, 0.466, -0.690], [1.436, -0.452, 0.015], [0.298, -1.288, 0.665], [-0.684, -0.408, -0.068], [-1.940, -0.377, -0.219], [-2.542, -1.403, 0.509], [1.158, 2.487, -0.845], [0.557, 2.077, 0.773], [-0.587, 2.390, -0.545], [0.395, 0.379, -1.782], [2.073, -1.024, -0.664], [2.069, 0.081, 0.730], [0.229, -1.217, 1.754], [0.248, -2.345, 0.387], [-3.474, -1.307, 0.280]], "lumo_energy_ev": 1.09, "homo_energy_ev": -9.43}

No. 7
{"formula": "C5H9NO", "method": "ωB97M-V with the def2-TZVPD basis set", "elements": ["O", "C", "C", "C", "N", "C", "C", "H", "H", "H", "H", "H", "H", "H", "H", "H"], "positions_angstrom": [[-0.321, -0.648, -1.501], [0.421, -0.693, -0.296], [1.313, 0.424, 0.001], [0.215, 1.719, -0.151], [-1.026, 1.010, 0.430], [-0.606, -0.193, 0.882], [-0.732, -1.543, 0.502], [0.019, -1.506, -2.077], [1.636, 0.381, 1.024], [2.192, 0.540, -0.565], [0.141, 1.790, -1.310], [0.412, 2.567, 0.522], [-1.741, 0.878, -0.305], [-0.245, -0.523, 1.921], [-1.272, -1.857, -0.272], [-0.406, -2.344, 1.194]], "lumo_energy_ev": 0.81, "homo_energy_ev": -7.45}

No. 8
{"formula": "C5H9NO", "method": "ωB97M-V with the def2-TZVPD basis set", "elements": ["C", "C", "C", "C", "O", "N", "C", "H", "H", "H", "H", "H", "H", "H", "H", "H"], "positions_angstrom": [[-0.157, 1.092, 1.286], [-0.412, 0.956, -0.023], [-1.768, 0.714, -0.681], [0.852, 0.993, -0.854], [1.155, 2.026, -1.413], [1.528, -0.177, -0.856], [1.252, -1.412, -0.070], [0.784, 1.137, 1.712], [-0.946, 1.169, 1.951], [-1.544, 0.229, -1.679], [-2.195, 1.667, -0.689], [-2.243, 0.035, 0.021], [2.255, -0.175, -1.522], [1.694, -2.181, -0.785], [0.130, -1.522, -0.011], [1.664, -1.432, 0.938]], "lumo_energy_ev": 0.83, "homo_energy_ev": -9.31}

No. 9
{"formula": "C5H9NO", "method": "ωB97M-V with the def2-TZVPD basis set", "elements": ["C", "O", "C", "C", "C", "C", "N", "H", "H", "H", "H", "H", "H", "H", "H", "H"], "positions_angstrom": [[-0.705, -2.561, -0.327], [0.127, -1.425, -0.332], [-0.281, -0.418, 0.552], [0.677, 0.794, 0.377], [0.703, 1.711, -0.969], [0.236, 1.918, 1.224], [-0.105, 2.985, 1.517], [-0.312, -3.239, -1.088], [-1.746, -2.306, -0.579], [-0.704, -3.084, 0.644], [-0.254, -0.806, 1.595], [-1.328, -0.117, 0.379], [1.660, 0.450, 0.740], [1.366, 2.539, -0.695], [0.984, 1.463, -2.005], [-0.318, 2.095, -1.033]], "lumo_energy_ev": 0.84, "homo_energy_ev": -10.39}

No. 10
{"formula": "C5H9NO", "method": "ωB97M-V with the def2-TZVPD basis set", "elements": ["N", "C", "C", "C", "O", "C", "C", "H", "H", "H", "H", "H", "H", "H", "H", "H"], "positions_angstrom": [[-0.908, -1.290, -0.450], [0.443, -0.625, -0.223], [0.657, -0.516, 1.216], [-0.425, 0.666, 1.411], [-0.874, 1.150, 0.132], [0.328, 0.839, -0.584], [0.920, -0.132, -1.604], [-1.603, -0.539, -0.792], [-0.797, -2.113, -1.058], [0.228, -1.386, 1.695], [1.698, -0.213, 1.518], [-1.272, 0.232, 1.964], [0.056, 1.505, 1.938], [1.097, 1.472, -0.169], [1.979, 0.148, -1.850], [0.425, -0.666, -2.446]], "lumo_energy_ev": 0.99, "homo_energy_ev": -8.78}

No. 11
{"formula": "C5H9NO", "method": "ωB97M-V with the def2-TZVPD basis set", "elements": ["N", "C", "C", "C", "C", "C", "O", "H", "H", "H", "H", "H", "H", "H", "H", "H"], "positions_angstrom": [[1.866, 2.560, 0.284], [1.447, 1.233, 0.387], [0.410, 0.802, -0.293], [-0.041, -0.644, -0.346], [-1.491, -0.850, 0.085], [-1.747, -2.371, 0.168], [-1.952, -2.987, -0.881], [2.634, 2.797, 1.011], [1.992, 2.960, -0.638], [2.055, 0.647, 1.096], [-0.194, 1.441, -0.896], [-0.177, -0.657, -1.497], [0.625, -1.383, 0.057], [-1.647, -0.425, 1.102], [-2.033, -0.384, -0.800], [-1.747, -2.740, 1.161]], "lumo_energy_ev": 0.97, "homo_energy_ev": -8.14}

No. 12
{"formula": "C5H9NO", "method": "ωB97M-V with the def2-TZVPD basis set", "elements": ["N", "C", "C", "C", "C", "C", "H", "H", "H", "H", "H", "H", "H", "O", "H", "H"], "positions_angstrom": [[0.949, -1.611, 2.985], [0.597, -1.061, 2.029], [0.154, -0.373, 0.819], [0.947, -0.568, -0.497], [-0.401, -0.477, -1.243], [-1.100, -0.887, 0.070], [0.045, 0.696, 1.022], [1.369, -1.577, -0.549], [1.731, 0.161, -0.722], [-0.633, 0.562, -1.491], [-0.544, -1.113, -2.120], [-1.187, -1.974, 0.159], [-2.055, -0.422, 0.324], [-0.179, 2.635, -0.472], [0.780, 2.732, -0.499], [-0.474, 3.276, 0.186]], "lumo_energy_ev": 0.42, "homo_energy_ev": -11.02}

No. 13
{"formula": "C5H9NO", "method": "ωB97M-V with the def2-TZVPD basis set", "elements": ["C", "C", "C", "N", "C", "C", "O", "H", "H", "H", "H", "H", "H", "H", "H", "H"], "positions_angstrom": [[-0.846, -2.031, -0.911], [0.124, -1.031, -0.308], [0.205, 0.410, -0.870], [0.337, 0.869, 0.504], [0.500, 2.181, 1.068], [0.004, -0.332, 1.069], [-0.207, -0.649, 2.216], [-1.778, -1.573, -1.259], [-1.094, -2.834, -0.212], [-0.365, -2.496, -1.779], [1.126, -1.476, -0.305], [1.052, 0.636, -1.525], [-0.727, 0.753, -1.340], [0.999, 2.095, 2.037], [1.128, 2.785, 0.405], [-0.459, 2.692, 1.210]], "lumo_energy_ev": 0.86, "homo_energy_ev": -9.32}

No. 14
{"formula": "C5H9NO", "method": "ωB97M-V with the def2-TZVPD basis set", "elements": ["C", "C", "C", "C", "O", "C", "N", "H", "H", "H", "H", "H", "H", "H", "H", "H"], "positions_angstrom": [[-1.498, -0.538, 1.577], [0.468, -0.028, -1.038], [0.174, -1.137, -1.695], [-0.028, 1.394, -0.921], [0.980, 1.637, 0.103], [1.455, 0.341, 0.006], [2.386, -0.242, 0.613], [-0.878, 0.346, 1.758], [-2.555, -0.270, 1.671], [-1.240, -1.313, 2.304], [0.745, -2.042, -1.508], [-1.305, -0.922, 0.573], [-0.643, -1.184, -2.410], [-1.035, 1.537, -0.516], [0.135, 2.034, -1.792], [2.839, 0.389, 1.274]], "lumo_energy_ev": 0.56, "homo_energy_ev": -9.80}

No. 15
{"formula": "C5H9NO", "method": "ωB97M-V with the def2-TZVPD basis set", "elements": ["O", "C", "C", "C", "C", "N", "C", "H", "H", "H", "H", "H", "H", "H", "H", "H"], "positions_angstrom": [[1.415, 2.474, 0.045], [0.437, 1.532, -0.299], [0.879, 0.239, -1.047], [0.000, -0.501, -0.083], [-1.644, -2.026, 0.325], [-0.351, -1.778, 0.032], [-0.224, 0.684, 0.820], [2.101, 2.013, 0.545], [-0.321, 2.082, -0.864], [1.959, 0.041, -0.972], [0.595, 0.195, -2.107], [-2.359, -1.353, -0.122], [-1.942, -2.792, 1.026], [0.320, -2.532, -0.153], [-1.216, 0.994, 1.158], [0.432, 0.618, 1.709]], "lumo_energy_ev": [0.81, 0.92], "homo_energy_ev": [-6.95, -6.72]}

No. 16
{"formula": "C5H9NO", "method": "ωB97M-V with the def2-TZVPD basis set", "elements": ["C", "C", "C", "O", "C", "C", "N", "H", "H", "H", "H", "H", "H", "H", "H", "H"], "positions_angstrom": [[-1.695, 0.941, -0.059], [-0.713, -0.180, -0.345], [0.725, 0.148, -0.555], [1.128, 1.373, 0.041], [1.691, -0.937, 0.043], [1.069, -1.522, 1.279], [-0.133, -1.418, 1.423], [-1.804, 1.670, -0.884], [-2.702, 0.545, 0.122], [-1.396, 1.508, 0.831], [-1.091, -0.938, -1.041], [-1.095, -1.136, 1.493], [0.970, 0.148, -1.634], [0.542, 2.069, -0.279], [2.677, -0.498, 0.224], [1.825, -1.771, -0.659]], "lumo_energy_ev": [0.82, 0.80], "homo_energy_ev": [-7.20, -7.08]}

It is found that the F_max values, taken in the order of the records, are 2.5; 1.0; 1.1; 2.8; 1.1; 0.7; 4.6; 3.2; 1.4; 3.1; 4.7; 1.1; 0.4; 0.5; 0.7; 0.8 eV/A.
It is found that the E values, taken in the order of the records, are -325.83764; -325.80169; -325.89362; -325.87159; -325.89732; -325.83087; -325.68509; -325.87068; -325.85029; -325.74271; -325.84003; -325.87610; -325.89811; -325.84611; -325.76883; -325.74554 hartree.